Below is a cluster of 2 separate species, C2H2FO2S in total, with properties calculated with ωB97M-V/def2-TZVPD.

```
8
Properties=species:S:1:pos:R:3:lowdin_charge:R:1
C 1.97590 0.54777 -0.19241 -0.22
C 0.78943 0.61475 0.29431 -0.37
O -2.82984 -1.96450 0.91293 -0.50
O -3.25028 -0.51044 -1.00821 -0.51
F 0.38491 1.67651 1.10962 -0.19
S -2.24902 -1.20938 -0.17911 0.80
H 2.24839 -0.26793 -0.81397 -0.03
H 2.93051 1.11322 -0.12316 0.01
```

Output
total charge	-1
HOMO energy (spin up / spin down)	-2.522 / -2.514	eV
Kohn-Sham gap (spin up / spin down)	5.273 / 5.260	eV
electronic energy	-725.868568	Ha
lowest unoccupied orbital energy (spin up / spin down)	2.75 / 2.75	eV
energy relative to the best compared isomer or geometry (same formula, charge and spin)	330.8	kJ/mol